## 1
Density functional theory data (ωB97M-V with the def2-TZVPD basis set) for an isolated molecule of C5H11NO3S.

Last column: Mulliken charge in e.
Geometry (Å):
H: 0.091 1.556 1.357  0.435
N: -0.840 0.446 -0.176  -0.120
C: 0.296 -1.574 0.057  -1.005
O: 3.219 -0.961 -0.102  -0.606
H: -1.956 1.327 -1.670  0.320
S: 2.252 0.111 0.007  1.121
C: -0.976 -0.956 -0.516  -0.693
C: -0.243 0.564 1.124  -1.067
H: 1.118 -1.794 -0.781  0.210
H: 1.231 -0.898 1.938  0.492
H: 0.575 0.739 -1.229  0.489
H: -1.125 -1.207 -1.492  0.468
C: -1.905 1.354 -0.567  -1.049
H: -1.595 2.425 -0.308  0.300
O: 2.746 1.355 0.469  -0.645
C: 0.886 -0.501 0.944  0.165
O: 1.590 0.459 -1.371  -0.556
H: -1.753 -1.586 -0.102  0.397
H: -2.788 1.154 -0.153  0.408
H: 0.034 -2.381 0.589  0.528
H: -0.856 0.366 1.981  0.409

Values from the calculation:
Structure (SMILES)   CN1CC[C@@H](S(=O)(=O)O)C1
Multiplicity   1

=====

## 2
Density functional theory data (ωB97M-V with the def2-TZVPD basis set) for a 2-piece molecular cluster, C5H11NO3S overall.

Last column: Mulliken charge in e.
Geometry (Å):
C: 1.491 0.156 -0.559  -0.549
H: 0.265 -2.083 0.787  0.436
H: -2.495 -1.318 -1.285  0.345
H: -1.487 0.457 1.857  0.346
O: 2.134 -2.244 -1.506  -0.631
H: -2.536 -2.769 -0.104  0.279
N: -1.444 -1.174 0.559  -0.359
C: -1.748 0.000 0.878  -0.433
H: 1.263 0.423 -1.570  0.403
O: 3.384 -1.334 0.395  -0.632
S: 2.127 -1.472 -0.333  1.232
C: -1.888 -1.923 -0.555  -0.716
H: -1.057 -2.502 -0.938  0.218
C: 0.980 2.398 0.520  -1.098
H: -2.348 0.707 0.272  0.248
O: 1.190 -2.253 0.710  -0.447
C: 1.482 0.958 0.452  0.040
H: 1.703 0.492 1.351  0.404
H: -0.015 2.369 0.816  0.270
H: 0.971 2.916 -0.487  0.320
H: 1.558 2.873 1.351  0.324

Values from the calculation:
Structure (SMILES)   C/C=C/S(=O)(=O)O.C=NC
Multiplicity   1

=====

1 has the most favorable energy; the next structure is 89.8 kJ/mol above.

=====

## 1
Density functional theory data (ωB97M-V with the def2-TZVPD basis set) for a 2-piece molecular cluster, C3H8OS2 overall.

Last column: Mulliken charge in e.
Geometry (Å):
H: -1.429 0.005 0.167  0.222
H: 1.236 2.257 -0.981  0.311
H: -3.027 -0.659 0.138  0.340
H: 0.490 -2.478 1.117  0.130
H: 1.620 -0.466 0.497  0.143
S: -0.760 -2.996 1.037  -0.182
C: 1.495 0.333 -0.220  -0.656
H: 1.238 2.990 1.231  0.326
H: -2.228 -0.086 -1.382  0.278
C: 1.549 1.644 -0.146  0.117
H: 1.338 -0.136 -1.185  0.247
C: -2.103 -0.606 -0.435  -0.705
O: 1.929 2.382 0.938  -0.495
S: -1.349 -2.185 -0.778  -0.074

Values from the calculation:
Structure (SMILES)   C=CO.CSS
Multiplicity   1

=====

## 2
Density functional theory data (ωB97M-V with the def2-TZVPD basis set) for an isolated molecule of C3H8OS2.

Last column: Mulliken charge in e.
Geometry (Å):
C: 1.340 0.618 -0.687  -0.678
H: 2.692 -0.273 0.328  0.294
S: -1.586 -1.325 2.110  -0.214
H: 0.269 -1.027 -1.253  0.146
H: 1.431 1.545 -0.110  0.368
S: -2.508 -0.797 0.343  -0.093
H: 0.430 -0.859 0.523  0.420
H: -1.206 1.173 0.300  0.323
O: 2.587 -0.061 -0.584  -0.505
C: 0.180 -0.346 -0.404  -0.266
H: -1.341 0.623 -1.420  0.402
H: -2.306 -0.584 2.950  0.162
H: 1.187 0.984 -1.712  0.305
C: -1.171 0.329 -0.385  -0.665

Values from the calculation:
Structure (SMILES)   OCCCSS
Multiplicity   1

=====

2 has the most favorable energy; the next structure is 75.4 kJ/mol above.

=====

## 1
Density functional theory data (ωB97M-V with the def2-TZVPD basis set) for an isolated molecule of C3H8OS2.

Last column: Mulliken charge in e.
Geometry (Å):
H: -2.745 -2.471 -0.019  0.141
S: -3.268 -1.301 0.350  -0.238
H: 0.136 -1.151 0.676  0.328
C: 0.587 0.916 0.493  -0.685
C: -0.429 -0.218 0.811  -0.585
O: 1.929 -0.395 -1.074  -0.500
H: 1.927 1.598 -1.003  0.295
S: -1.760 -0.091 -0.315  -0.037
H: 1.369 -1.161 -0.909  0.301
H: -0.017 1.831 0.559  0.342
H: -0.743 -0.230 1.854  0.415
H: 0.457 0.855 -1.735  0.312
H: 1.375 1.010 1.232  0.318
C: 1.182 0.807 -0.920  -0.409

Values from the calculation:
Structure (SMILES)   OCCCSS
Multiplicity   1

=====

## 2
Density functional theory data (ωB97M-V with the def2-TZVPD basis set) for an isolated molecule of C3H8OS2.

Last column: Mulliken charge in e.
Geometry (Å):
H: -0.928 -1.163 -0.336  0.378
C: -0.297 0.744 0.497  -0.480
H: 1.730 -0.330 -1.470  0.281
S: -1.147 1.986 3.086  -0.248
C: 0.669 -0.506 -1.536  -0.501
H: -0.304 1.647 4.023  0.143
S: -1.317 0.282 1.915  -0.077
C: -0.008 -0.604 -0.171  -0.832
H: 0.657 1.210 0.786  0.377
H: 0.207 0.252 -2.128  0.361
O: 0.479 -1.803 -2.045  -0.513
H: -0.911 1.445 -0.051  0.423
H: 0.527 -1.312 0.438  0.398
H: 0.644 -1.849 -3.008  0.290

Values from the calculation:
Structure (SMILES)   OCCCSS
Multiplicity   1

=====

1 has the most favorable energy; the next structure is 13.7 kJ/mol above.